{"formula": "C6H18O5", "method": "the ωB97M-V functional and the def2-TZVPD basis", "symbols": ["C", "C", "C", "C", "C", "C", "O", "H", "H", "H", "H", "H", "H", "H", "H", "H", "H", "O", "H", "H", "O", "H", "H", "O", "H", "H", "O", "H", "H"], "coordinates": [[-2.006, 0.841, 1.707], [-1.789, 0.834, 0.389], [-2.609, 1.428, -0.688], [-0.487, 0.227, -0.132], [0.513, 1.316, -0.588], [0.528, 2.578, 0.262], [0.724, 3.664, -0.229], [-2.829, 1.092, 2.360], [-1.233, 0.301, 2.259], [-2.409, 2.511, -0.788], [-3.697, 1.393, -0.634], [-2.434, 1.092, -1.717], [-0.120, -0.501, 0.583], [-0.701, -0.275, -1.074], [0.376, 1.621, -1.628], [1.545, 0.923, -0.626], [0.196, 2.433, 1.305], [0.740, -1.300, -2.558], [1.034, -0.902, -3.395], [0.828, -2.242, -2.789], [3.163, -1.741, -1.259], [2.227, -1.917, -1.160], [3.161, -0.808, -1.524], [1.564, -0.941, 2.853], [1.579, -0.377, 2.062], [2.343, -1.521, 2.808], [0.034, -3.515, 1.687], [0.188, -2.552, 1.669], [-0.430, -3.662, 0.845]], "lumo_ev": -0.06, "gap_ev": 9.36, "smiles": "C=C(C)CCC=O.O.O.O.O"}

---

{"formula": "C10H15N2O", "method": "the ωB97M-V functional and the def2-TZVPD basis", "symbols": ["C", "N", "O", "C", "C", "C", "C", "C", "C", "C", "N", "C", "C", "H", "H", "H", "H", "H", "H", "H", "H", "H", "H", "H", "H", "H", "H", "H"], "coordinates": [[1.099, -1.844, 1.440], [0.562, -0.611, 1.104], [-0.560, -0.158, 1.471], [-1.127, 0.740, 0.445], [-2.611, 0.609, 0.199], [-3.554, -0.141, 0.877], [-4.872, -0.535, 0.275], [-0.181, 1.136, -0.365], [-0.105, 1.868, -1.697], [1.123, 0.609, -0.011], [2.190, 0.726, -0.524], [3.532, 0.295, -0.745], [3.935, -0.938, 0.029], [2.078, -1.589, 1.227], [0.352, -2.528, 2.124], [-3.049, 1.280, -0.528], [-3.400, -0.751, 1.758], [-5.362, 0.154, -0.330], [-5.478, -0.935, 1.042], [-4.625, -1.338, -0.384], [0.159, 1.260, -2.456], [0.692, 2.596, -1.550], [-1.034, 2.456, -1.852], [3.655, 0.269, -1.819], [4.217, 1.192, -0.338], [4.893, -1.175, -0.420], [4.256, -0.905, 1.048], [3.216, -1.742, -0.018]], "lumo_ev": -4.58, "gap_ev": 7.72, "smiles": "C=[N+]1OC(/C=C/C)=C(C)C/1=N/CC", "total_charge": 1}

---

{"formula": "C53H48AsN5P3PdSSe2", "method": "the ωB97M-V functional and the def2-TZVPD basis", "symbols": ["Pd", "Se", "P", "C", "C", "C", "C", "C", "C", "C", "C", "C", "C", "C", "C", "C", "C", "N", "N", "N", "P", "Se", "C", "C", "C", "C", "C", "C", "C", "C", "C", "C", "C", "C", "H", "H", "H", "H", "H", "H", "H", "H", "H", "H", "H", "H", "H", "H", "H", "H", "H", "H", "H", "H", "N", "C", "N", "S", "H", "H", "H", "H", "C", "C", "As", "C", "C", "C", "C", "C", "C", "C", "C", "C", "C", "C", "C", "P", "C", "C", "C", "C", "C", "C", "C", "C", "C", "C", "C", "C", "H", "H", "H", "H", "H", "H", "H", "H", "H", "H", "H", "H", "H", "H", "H", "H", "H", "H", "H", "H", "H", "H", "H", "H"], "coordinates": [[0.184, -0.585, -0.117], [2.414, 5.155, 4.035], [3.321, 3.948, 2.562], [4.071, 4.987, 1.279], [3.244, 5.940, 0.679], [3.770, 6.829, -0.244], [5.121, 6.780, -0.571], [5.947, 5.840, 0.024], [5.425, 4.944, 0.951], [4.630, 2.919, 3.269], [5.744, 3.548, 3.832], [6.705, 2.795, 4.489], [6.548, 1.418, 4.612], [5.433, 0.793, 4.072], [4.474, 1.541, 3.399], [2.153, 2.726, 1.799], [2.086, 1.817, 0.726], [0.877, 1.197, 0.836], [0.226, 1.699, 1.874], [0.967, 2.600, 2.459], [2.989, 1.388, -0.767], [1.816, -0.010, -1.926], [4.608, 0.747, -0.350], [5.480, 1.576, 0.348], [6.723, 1.105, 0.731], [7.094, -0.197, 0.413], [6.228, -1.021, -0.294], [4.980, -0.552, -0.682], [3.202, 2.877, -1.742], [2.077, 3.680, -1.940], [2.155, 4.764, -2.796], [3.350, 5.047, -3.451], [4.468, 4.254, -3.247], [4.397, 3.159, -2.395], [2.202, 5.994, 0.971], [3.130, 7.578, -0.696], [5.532, 7.484, -1.287], [7.004, 5.812, -0.219], [6.083, 4.233, 1.434], [5.840, 4.625, 3.771], [7.570, 3.283, 4.922], [7.291, 0.834, 5.145], [5.306, -0.280, 4.177], [3.602, 1.052, 2.978], [5.184, 2.589, 0.579], [7.401, 1.750, 1.280], [8.065, -0.571, 0.718], [6.529, -2.030, -0.551], [4.297, -1.187, -1.233], [1.146, 3.446, -1.435], [1.284, 5.387, -2.959], [3.407, 5.896, -4.124], [5.396, 4.478, -3.758], [5.265, 2.526, -2.246], [-2.188, 1.010, -0.331], [-2.730, -0.037, -0.926], [-4.036, -0.042, -1.194], [-1.766, -1.397, -1.375], [-2.715, 1.788, 0.034], [-1.197, 0.900, -0.141], [-4.622, 0.749, -0.989], [-4.441, -0.833, -1.660], [-1.488, -3.441, 1.583], [-1.331, -4.456, 0.459], [-2.332, -6.146, 0.724], [-3.614, -5.543, 2.071], [-4.914, -5.280, 1.642], [-5.878, -4.834, 2.540], [-5.550, -4.649, 3.877], [-4.260, -4.924, 4.317], [-3.299, -5.377, 3.421], [-1.037, -7.018, 1.889], [0.050, -6.383, 2.490], [0.927, -7.096, 3.301], [0.731, -8.455, 3.511], [-0.342, -9.098, 2.907], [-1.218, -8.383, 2.100], [-0.347, -1.999, 1.680], [-0.500, -1.502, 3.407], [-0.915, -0.213, 3.735], [-1.001, 0.175, 5.067], [-0.679, -0.724, 6.071], [-0.297, -2.024, 5.750], [-0.216, -2.419, 4.425], [1.350, -2.676, 1.521], [1.756, -3.202, 0.284], [3.040, -3.700, 0.110], [3.948, -3.651, 1.156], [3.578, -3.086, 2.369], [2.292, -2.602, 2.553], [-1.386, -3.905, 2.561], [-2.490, -3.010, 1.547], [-0.306, -4.789, 0.344], [-1.650, -4.040, -0.491], [-5.176, -5.433, 0.601], [-6.890, -4.644, 2.198], [-6.301, -4.306, 4.578], [-4.004, -4.795, 5.363], [-2.306, -5.623, 3.781], [0.239, -5.326, 2.321], [1.764, -6.587, 3.767], [1.420, -9.013, 4.135], [-0.493, -10.161, 3.057], [-2.049, -8.892, 1.627], [-1.148, 0.492, 2.956], [-1.316, 1.183, 5.312], [-0.730, -0.418, 7.109], [-0.059, -2.732, 6.535], [0.070, -3.441, 4.190], [1.071, -3.245, -0.539], [3.326, -4.125, -0.846], [4.950, -4.045, 1.021], [4.296, -3.018, 3.180], [2.021, -2.162, 3.501]], "lumo_ev": -4.02, "gap_ev": 5.41, "total_charge": 1}

---

{"formula": "C3H11N2", "method": "the ωB97M-V functional and the def2-TZVPD basis", "symbols": ["C", "N", "H", "H", "H", "H", "H", "H", "C", "C", "N", "H", "H", "H", "H", "H"], "coordinates": [[2.045, -0.440, -1.380], [1.449, -0.796, -0.084], [1.271, -0.254, -2.120], [2.713, 0.412, -1.328], [2.672, -1.244, -1.762], [1.174, -1.770, -0.052], [0.121, -0.126, 0.119], [2.045, -0.570, 0.703], [-2.080, -0.463, 0.499], [-0.804, 1.567, 0.757], [-0.894, 0.379, 0.343], [-2.028, -1.258, -0.238], [-2.971, 0.144, 0.374], [-2.092, -0.907, 1.496], [0.123, 2.111, 0.600], [-1.652, 2.023, 1.262]], "lumo_ev": -4.15, "gap_ev": 10.52, "total_charge": 1}

---

What are the electronic energy values for these records? In order: -16749.84380, -15627.51770, -296900.16641, -6262.51500 eV.